# C26H63FNO18PS5

A 5-piece molecular cluster, C26H63FNO18PS5 overall (ωB97M-V with the def2-TZVPD basis set, OMol25).

Last column: Löwdin charge in e.
CARTESIAN COORDINATES (ANGSTROEM)
C (-3.170, 0.728, -3.805)  -0.0521
C (-2.667, 0.202, -2.465)  -0.2433
O (-1.314, 0.586, -2.138)  -0.2153
P (-0.061, 0.108, -2.987)  0.4629
O (0.249, 0.863, -4.214)  -0.2474
C (1.245, 0.131, -1.762)  -0.1769
C (1.717, 1.526, -1.352)  -0.2130
N (2.659, 1.408, -0.215)  -0.2150
C (3.917, 2.190, -0.307)  -0.1745
C (3.817, 3.718, -0.278)  -0.1609
C (3.625, 4.423, -1.636)  -0.2024
C (2.503, 5.458, -1.610)  -0.2200
C (2.296, 6.170, -2.945)  -0.2068
C (1.516, 5.326, -3.964)  -0.1647
C (0.065, 5.792, -4.145)  -0.2398
O (-0.843, 4.736, -4.339)  -0.1788
C (-1.073, 3.962, -3.179)  -0.1064
S (1.933, 1.214, 1.241)  0.6035
O (0.560, 1.576, 1.187)  -0.2319
O (2.366, 0.002, 1.838)  -0.2448
F (2.665, 2.324, 2.088)  -0.1358
O (-0.374, -1.436, -3.224)  -0.2092
C (-0.021, -2.087, -4.460)  -0.2559
C (1.475, -2.252, -4.620)  -0.0800
H (-2.508, 1.505, -4.184)  0.0652
H (-3.216, -0.055, -4.563)  0.0765
H (-4.165, 1.160, -3.689)  0.0789
H (-2.727, -0.888, -2.417)  0.1144
H (-3.262, 0.593, -1.642)  0.0962
H (2.079, -0.409, -2.225)  0.1047
H (0.943, -0.452, -0.889)  0.0999
H (0.878, 2.186, -1.120)  0.1124
H (2.277, 1.977, -2.168)  0.1118
H (4.571, 1.831, 0.488)  0.0806
H (4.381, 1.863, -1.242)  0.1347
H (3.024, 4.029, 0.405)  0.1058
H (4.748, 4.068, 0.178)  0.1176
H (4.545, 4.959, -1.892)  0.1142
H (3.467, 3.696, -2.439)  0.0973
H (1.561, 4.986, -1.296)  0.1077
H (2.748, 6.189, -0.831)  0.1169
H (3.265, 6.474, -3.350)  0.1084
H (1.741, 7.096, -2.757)  0.1048
H (2.022, 5.327, -4.931)  0.1120
H (1.482, 4.283, -3.630)  0.0998
H (-0.041, 6.430, -5.025)  0.1236
H (-0.239, 6.388, -3.270)  0.1166
H (-2.150, 3.814, -3.070)  0.0908
H (-0.703, 4.467, -2.278)  0.0868
H (-0.584, 2.988, -3.261)  0.0493
H (-0.448, -1.523, -5.291)  0.1152
H (-0.517, -3.057, -4.411)  0.1187
H (1.884, -2.903, -3.845)  0.0816
H (1.985, -1.288, -4.600)  0.0682
H (1.675, -2.712, -5.591)  0.0817
C (5.320, -0.524, 2.701)  -0.0628
C (6.184, 0.112, 3.761)  -0.2183
O (7.456, 0.578, 3.217)  -0.2563
S (7.425, 1.926, 2.393)  0.5611
C (9.159, 2.212, 2.354)  -0.1203
O (6.773, 2.940, 3.168)  -0.2769
O (6.956, 1.689, 1.059)  -0.2846
H (5.004, 0.200, 1.954)  0.0453
H (4.426, -0.947, 3.157)  0.0598
H (5.863, -1.321, 2.193)  0.0965
H (5.694, 0.961, 4.239)  0.1161
H (6.464, -0.602, 4.532)  0.1106
H (9.508, 2.376, 3.369)  0.0755
H (9.312, 3.099, 1.743)  0.0768
H (9.641, 1.349, 1.903)  0.0757
C (-7.130, -1.484, 2.152)  -0.0829
C (-5.931, -1.114, 2.991)  -0.2370
O (-4.669, -1.366, 2.311)  -0.2654
S (-4.229, -0.339, 1.189)  0.5584
C (-2.543, -0.824, 1.067)  -0.1072
O (-4.324, 0.991, 1.712)  -0.2713
O (-4.898, -0.645, -0.041)  -0.2865
H (-7.236, -0.831, 1.288)  0.0703
H (-8.037, -1.401, 2.751)  0.0817
H (-7.047, -2.509, 1.790)  0.0839
H (-5.950, -0.067, 3.296)  0.1132
H (-5.860, -1.728, 3.887)  0.1210
H (-2.048, -0.605, 2.009)  0.0794
H (-2.105, -0.236, 0.261)  0.0540
H (-2.503, -1.884, 0.831)  0.0807
C (6.991, -6.061, 5.547)  -0.0711
C (5.639, -6.332, 4.927)  -0.2426
O (4.646, -5.336, 5.292)  -0.2644
S (4.717, -3.937, 4.551)  0.5545
C (3.122, -3.351, 4.997)  -0.1116
O (4.785, -4.164, 3.138)  -0.2743
O (5.713, -3.112, 5.166)  -0.2786
H (7.447, -5.162, 5.138)  0.0726
H (7.648, -6.908, 5.346)  0.0824
H (6.899, -5.936, 6.626)  0.0855
H (5.689, -6.383, 3.839)  0.1128
H (5.211, -7.263, 5.293)  0.1217
H (2.374, -3.993, 4.540)  0.0782
H (3.047, -2.337, 4.608)  0.0666
H (3.041, -3.353, 6.080)  0.0780
C (-10.882, -5.286, -0.479)  -0.0709
C (-9.789, -4.324, -0.886)  -0.2431
O (-10.311, -3.087, -1.441)  -0.2641
S (-10.886, -2.019, -0.420)  0.5640
C (-10.909, -0.645, -1.513)  -0.1190
O (-9.919, -1.810, 0.618)  -0.2804
O (-12.225, -2.364, -0.054)  -0.2722
H (-11.453, -4.909, 0.367)  0.0737
H (-10.429, -6.238, -0.199)  0.0818
H (-11.570, -5.456, -1.307)  0.0853
H (-9.130, -4.075, -0.054)  0.1085
H (-9.181, -4.727, -1.693)  0.1220
H (-9.888, -0.409, -1.799)  0.0766
H (-11.357, 0.178, -0.960)  0.0779
H (-11.517, -0.900, -2.376)  0.0759

Calculated values
**SMILES**: CCOP(=O)(CCN(CCCCCCCOC)S(=O)(=O)F)OCC.CCOS(C)(=O)=O.CCOS(C)(=O)=O.CCOS(C)(=O)=O.CCOS(C)(=O)=O
**E_HOMO**: -9.241 eV
**Gap between HOMO and LUMO**: 9.68 eV
**Lowest unoccupied orbital energy**: 0.016 Ha



# C26H63N23O16

A 12-piece molecular cluster, C26H63N23O16 overall at a distorted geometry (ωB97M-V with the def2-TZVPD basis set, OMol25).

Last column: Löwdin charge in e.
CARTESIAN COORDINATES (ANGSTROEM)
C (-2.337, -6.037, -3.240)  0.0262
C (-1.145, -5.263, -3.725)  -0.5509
O (-0.520, -5.544, -4.695)  0.1202
O (-0.785, -4.227, -2.932)  -0.0184
C (-1.379, -2.959, -3.325)  -0.1008
C (-1.023, -1.885, -2.351)  -0.0761
C (0.287, -1.511, -2.166)  -0.1371
N (1.361, -2.040, -2.717)  0.1954
C (2.527, -1.550, -2.931)  -0.3142
C (3.756, -2.272, -2.502)  -0.0084
C (2.650, -0.236, -3.654)  -0.0048
C (0.590, -0.482, -1.092)  -0.2826
O (1.704, -0.417, -0.619)  0.1200
C (-0.505, 0.360, -0.628)  0.0697
C (-1.784, 0.023, -0.827)  -0.1071
C (-2.912, 0.852, -0.280)  -0.1252
C (-3.114, 0.691, 1.234)  -0.1811
C (-3.707, -0.647, 1.632)  -0.2468
O (-3.669, -0.737, 3.059)  -0.0954
C (-2.082, -1.242, -1.596)  -0.2885
O (-3.235, -1.669, -1.592)  0.0426
H (-2.955, -6.343, -4.085)  0.0968
H (-1.975, -6.935, -2.724)  0.0975
H (-2.914, -5.459, -2.517)  0.0846
H (-2.467, -3.074, -3.340)  0.1216
H (-1.025, -2.724, -4.335)  0.1371
H (4.181, -1.654, -1.699)  0.0944
H (4.496, -2.360, -3.300)  0.0860
H (3.502, -3.247, -2.083)  0.0904
H (2.388, -0.347, -4.709)  0.1022
H (3.645, 0.201, -3.548)  0.0850
H (1.935, 0.476, -3.231)  0.0587
H (-0.203, 1.240, -0.060)  0.1394
H (-3.837, 0.612, -0.811)  0.1194
H (-2.637, 1.897, -0.465)  0.1217
H (-3.765, 1.490, 1.606)  0.1121
H (-2.137, 0.800, 1.723)  0.0965
H (-3.115, -1.463, 1.192)  0.1213
H (-4.738, -0.733, 1.268)  0.0998
H (-4.127, -1.544, 3.331)  0.0625
N (-6.195, -2.204, -1.930)  0.1671
C (-6.964, -1.907, -0.847)  -0.6852
N (-8.320, -1.835, -1.082)  0.1408
O (-6.498, -1.726, 0.263)  0.0322
H (-6.572, -2.345, -2.848)  0.0943
H (-5.194, -2.207, -1.796)  0.0645
H (-8.911, -1.618, -0.302)  0.1008
H (-8.729, -1.980, -1.986)  0.0871
N (0.508, -10.718, -4.993)  0.1390
C (-0.277, -9.699, -4.512)  -0.6835
N (0.003, -8.458, -4.995)  0.1647
O (-1.166, -9.902, -3.701)  0.0156
H (1.244, -10.579, -5.658)  0.0858
H (0.320, -11.640, -4.650)  0.0971
H (-0.546, -7.681, -4.672)  0.0558
H (0.731, -8.265, -5.657)  0.0961
N (-9.142, -5.618, -0.606)  0.1439
C (-8.113, -6.444, -0.231)  -0.6872
N (-6.882, -5.851, -0.195)  0.1584
O (-8.291, -7.614, 0.052)  0.0210
H (-9.010, -4.650, -0.831)  0.0679
H (-10.064, -6.012, -0.626)  0.0973
H (-6.107, -6.423, 0.084)  0.1025
H (-6.724, -4.881, -0.401)  0.0782
N (-4.779, -0.552, 6.288)  0.1536
C (-5.819, -1.322, 5.837)  -0.6736
N (-6.674, -1.797, 6.795)  0.1483
O (-5.954, -1.558, 4.653)  0.0351
H (-4.620, -0.337, 7.253)  0.0887
H (-4.148, -0.208, 5.583)  0.0887
H (-7.437, -2.367, 6.482)  0.1017
H (-6.569, -1.609, 7.773)  0.0887
N (3.581, 3.948, -2.369)  0.1752
C (2.289, 3.622, -2.634)  -0.6718
N (1.333, 4.386, -2.042)  0.1684
O (1.987, 2.667, -3.345)  -0.0047
H (3.852, 4.663, -1.723)  0.0764
H (4.303, 3.399, -2.795)  0.1015
H (0.378, 4.128, -2.198)  0.1026
H (1.543, 5.111, -1.387)  0.0795
N (4.186, 1.571, -0.201)  0.1826
C (3.775, 2.664, 0.493)  -0.6913
N (4.744, 3.378, 1.142)  0.1613
O (2.601, 3.014, 0.543)  -0.0020
H (5.142, 1.267, -0.264)  0.0576
H (3.475, 1.040, -0.672)  0.0700
H (4.427, 4.181, 1.669)  0.0407
H (5.712, 3.116, 1.131)  0.0907
N (1.518, 5.785, 3.667)  0.1862
C (2.469, 5.881, 2.718)  -0.6591
N (2.075, 6.441, 1.538)  0.1660
O (3.620, 5.467, 2.883)  -0.0249
H (0.577, 6.101, 3.522)  0.0978
H (1.764, 5.323, 4.532)  0.0538
H (2.745, 6.462, 0.795)  0.0811
H (1.128, 6.717, 1.358)  0.0936
N (8.248, -0.459, -2.900)  0.1492
C (7.658, 0.515, -2.145)  -0.6712
N (8.052, 1.791, -2.412)  0.1656
O (6.836, 0.242, -1.280)  0.0068
H (8.926, -0.268, -3.613)  0.0915
H (7.977, -1.407, -2.720)  0.1004
H (7.639, 2.540, -1.876)  0.0687
H (8.712, 2.028, -3.128)  0.0945
N (-1.775, 3.106, 3.026)  0.1626
C (-2.076, 4.284, 2.408)  -0.6904
N (-3.216, 4.907, 2.846)  0.1487
O (-1.378, 4.754, 1.526)  0.0041
H (-2.336, 2.702, 3.750)  0.0976
H (-0.948, 2.628, 2.717)  0.1059
H (-3.467, 5.769, 2.402)  0.0978
H (-3.805, 4.536, 3.567)  0.0904
N (2.738, 4.067, 8.365)  0.1523
C (2.762, 4.197, 7.006)  -0.6604
N (3.767, 3.545, 6.356)  0.1669
O (1.933, 4.864, 6.405)  0.0115
H (3.409, 3.529, 8.879)  0.0933
H (2.008, 4.544, 8.859)  0.1027
H (3.812, 3.647, 5.357)  0.1035
H (4.461, 2.995, 6.824)  0.0953
N (8.501, 5.739, -0.396)  0.1536
C (7.177, 5.499, -0.648)  -0.6722
N (6.301, 6.231, 0.091)  0.1691
O (6.816, 4.667, -1.471)  0.0033
H (8.820, 6.407, 0.279)  0.0942
H (9.174, 5.214, -0.921)  0.0999
H (5.324, 6.032, -0.016)  0.0828
H (6.582, 6.892, 0.789)  0.1022

Calculated values
**SMILES**: CC(=O)OCC1=C(N=C(C)C)C(=O)C=C(CCCO)C1=O.NC(N)=O.NC(N)=O.NC(N)=O.NC(N)=O.NC(N)=O.NC(N)=O.NC(N)=O.NC(N)=O.NC(N)=O.NC(N)=O.NC(N)=O
**E_HOMO**: -7.847 eV
**Gap between HOMO and LUMO**: 7.32 eV
**Lowest unoccupied orbital energy**: -0.019 Ha



Q: Among the records above, which one has the lowest E_HOMO?
A: C26H63FNO18PS5